The following is a DFT calculation (ωB97M-V/def2-TZVPD) of a structure of composition C35H52Br24FN3O3PS in a non-equilibrium geometry.

Electronic energy: -1751601.522 eV
Charge: +1
Frontier orbital gap: 0.2706 Ha

Positions of all 120 atoms, in Å:
C1 7.480 -2.251 0.109
C2 7.466 -0.706 0.035
C3 6.018 -0.183 0.091
C4 5.798 1.137 -0.660
C5 4.299 1.416 -0.933
C6 3.779 2.746 -0.314
C7 2.513 2.553 0.547
C8 1.238 3.105 -0.140
C9 0.242 3.712 0.851
C10 -0.607 2.677 1.606
C11 -1.158 1.555 0.727
C12 -2.442 0.983 1.345
C13 -3.264 0.033 0.455
C14 -3.755 0.618 -0.857
C15 -4.666 1.689 -0.814
C16 -5.138 2.281 0.492
C17 -6.081 1.573 1.222
C18 -6.507 2.135 2.422
C19 -5.931 3.347 2.768
C20 -4.983 3.969 1.972
N1 -4.590 3.444 0.808
C21 -5.148 2.260 -2.011
S1 -6.276 3.652 -2.003
O1 -6.908 3.805 -3.261
O2 -5.567 4.768 -1.504
F1 -7.364 3.196 -0.995
C22 -4.736 1.717 -3.211
O3 -5.175 2.201 -4.387
N2 -3.875 0.680 -3.241
P1 -3.462 0.087 -4.923
N3 -2.324 1.031 -5.394
C23 -3.359 0.122 -2.106
C24 -2.382 -1.026 -2.271
C25 -1.014 -0.749 -1.606
C26 -3.006 -2.360 -1.745
C27 -2.559 -3.491 -2.688
H1 8.166 -2.676 -0.622
H2 7.774 -2.573 1.117
H3 6.494 -2.681 -0.071
H4 8.028 -0.345 0.898
H5 7.971 -0.368 -0.870
H6 5.779 0.005 1.143
H7 5.349 -0.942 -0.317
H8 6.317 1.069 -1.619
H9 6.240 1.944 -0.080
H10 3.708 0.571 -0.572
H11 4.171 1.467 -2.015
H12 4.552 3.212 0.300
H13 3.604 3.420 -1.153
H14 2.612 2.995 1.541
H15 2.351 1.479 0.668
H16 0.816 2.294 -0.739
H17 1.512 3.887 -0.851
H18 0.821 4.291 1.572
H19 -0.447 4.379 0.328
H20 -0.100 2.275 2.486
H21 -1.477 3.203 2.008
H22 -1.394 1.951 -0.266
H23 -0.421 0.754 0.662
H24 -2.126 0.405 2.222
H25 -3.016 1.822 1.731
H26 -4.149 -0.228 1.039
H27 -2.725 -0.892 0.305
H28 -6.465 0.622 0.876
H29 -7.254 1.660 3.041
H30 -6.230 3.830 3.690
H31 -4.537 4.911 2.263
H32 -5.911 1.656 -4.706
H33 -3.208 -1.284 -4.838
H34 -4.646 0.201 -5.634
H35 -1.503 0.472 -5.608
H36 -2.147 -1.207 -3.310
H37 -0.926 -1.197 -0.623
H38 -0.783 0.312 -1.602
H39 -0.240 -1.208 -2.224
H40 -4.092 -2.277 -1.795
H41 -2.640 -2.604 -0.751
H42 -3.058 -3.337 -3.650
H43 -2.798 -4.478 -2.302
H44 -1.490 -3.430 -2.898
C28 -2.223 -1.528 -8.903
Br1 -3.258 -0.281 -7.838
Br2 -3.343 -2.707 -9.934
Br3 -0.952 -0.601 -9.998
H45 -1.666 -2.143 -8.211
C29 -1.339 2.981 5.877
Br4 -1.665 3.933 7.512
Br5 -2.616 3.459 4.512
Br6 0.474 3.201 5.269
H46 -1.481 1.930 6.084
C30 6.524 2.589 2.906
Br7 6.623 4.075 1.686
Br8 8.268 1.974 3.427
Br9 5.419 2.991 4.429
H47 6.046 1.776 2.375
C31 8.172 -6.374 0.365
Br10 7.768 -5.235 1.859
Br11 7.123 -5.918 -1.185
Br12 10.055 -6.393 -0.028
H48 7.897 -7.381 0.648
C32 -7.459 -2.418 -4.667
Br13 -7.528 -2.189 -6.569
Br14 -7.120 -4.234 -4.159
Br15 -6.149 -1.221 -3.877
H49 -8.421 -2.135 -4.263
C33 7.294 -7.401 5.847
Br16 7.165 -8.158 4.084
Br17 9.016 -7.723 6.635
Br18 6.857 -5.523 5.835
H50 6.560 -7.898 6.464
C34 4.326 -2.609 3.824
Br19 6.170 -2.322 3.367
Br20 3.243 -1.083 3.352
Br21 3.654 -4.237 3.052
H51 4.272 -2.718 4.897
C35 -3.366 -0.833 5.265
Br22 -3.533 0.196 6.880
Br23 -4.736 -0.375 3.996
Br24 -1.606 -0.678 4.500
H52 -3.508 -1.871 5.531